C11H21INO2Tm | the ωB97M-V functional and the def2-TZVPD basis

XYZ file:
```
37
C11H21INO2Tm, DFT the ωB97M-V functional and the def2-TZVPD basis
C 3.909 0.175 1.157
C 3.313 -0.312 -0.147
O 2.171 -1.181 0.022
C 1.029 -0.685 0.527
I 1.133 -0.903 2.781
C 0.697 0.769 0.184
C -0.777 1.234 0.365
C -0.956 2.045 1.652
C -1.111 2.213 -0.772
N -1.744 0.098 0.400
O -2.081 -0.305 1.566
C -1.372 -1.056 -0.430
C -2.528 -2.097 -0.306
C -1.292 -0.719 -1.933
C -0.086 -1.701 0.114
H 3.233 0.788 1.755
H 4.261 -0.673 1.733
H 4.770 0.784 0.909
H 4.068 -0.935 -0.606
H 3.145 0.483 -0.862
H 1.287 1.437 0.796
H 1.010 0.981 -0.831
H -2.002 2.240 1.847
H -0.453 2.994 1.530
H -0.539 1.557 2.520
H -0.650 3.171 -0.590
H -2.187 2.318 -0.870
H -0.746 1.855 -1.737
H -3.466 -1.547 -0.183
H -2.618 -2.728 -1.195
H -2.430 -2.702 0.580
H -0.306 -0.388 -2.246
H -2.086 0.038 -2.137
H -1.522 -1.646 -2.511
H 0.338 -2.342 -0.651
H -0.355 -2.355 0.933
Tm -3.056 -0.903 -3.366
```

Results
lowest unoccupied orbital energy (spin up / spin down)	-12.5 / -13.0	eV
frontier orbital gap (spin up / spin down)	0.2236 / 0.2368	hartree
net charge	+3
⟨S²⟩	3.76
spin multiplicity	4

***

C28H85B3N3O9Zn | the ωB97M-V functional and the def2-TZVPD basis

XYZ file:
```
129
C28H85B3N3O9Zn, DFT the ωB97M-V functional and the def2-TZVPD basis
Zn -1.564 -0.298 1.198
B -0.385 0.828 -0.220
H 0.168 0.120 0.566
H -0.640 1.900 0.283
H 0.387 0.946 -1.139
H -1.379 0.312 -0.626
B -1.051 -0.073 3.400
H -0.127 -0.755 3.019
H -0.878 0.325 4.529
H -1.168 0.875 2.656
H -2.073 -0.720 3.350
B -1.414 -2.416 0.711
H -1.291 -3.537 0.292
H -0.372 -1.899 0.968
H -1.900 -1.732 -0.156
H -2.178 -2.385 1.660
C 2.237 -0.665 -1.835
O 3.249 -1.549 -2.232
C 4.343 -0.900 -2.871
C 5.246 -1.983 -3.449
N 5.483 -3.104 -2.580
C 6.383 -2.794 -1.471
C 6.956 -4.038 -0.849
O 5.899 -4.623 -0.120
C 6.281 -5.743 0.631
H 1.796 -0.130 -2.683
H 2.625 0.086 -1.129
H 1.488 -1.244 -1.298
H 4.892 -0.307 -2.124
H 3.966 -0.273 -3.690
H 6.195 -1.518 -3.731
H 4.797 -2.343 -4.381
H 4.596 -3.407 -2.194
H 5.827 -2.289 -0.660
H 7.152 -2.084 -1.778
H 7.818 -3.803 -0.210
H 7.264 -4.729 -1.648
H 7.033 -5.478 1.385
H 6.627 -6.567 -0.002
H 5.392 -6.080 1.166
C -2.649 3.810 -0.535
O -3.420 2.766 -0.010
C -3.261 2.619 1.390
C -4.002 1.403 1.835
N -3.611 0.204 1.071
C -4.501 -0.952 1.293
C -4.781 -1.300 2.734
O -6.082 -0.853 3.073
C -6.383 -1.095 4.423
H -3.095 4.805 -0.391
H -2.604 3.662 -1.619
H -1.627 3.781 -0.147
H -3.667 3.495 1.925
H -2.203 2.633 1.677
H -5.072 1.606 1.662
H -3.900 1.241 2.907
H -3.816 0.445 0.086
H -4.148 -1.811 0.736
H -5.503 -0.679 0.929
H -4.062 -0.841 3.426
H -4.627 -2.372 2.930
H -5.914 -0.363 5.095
H -6.043 -2.096 4.722
H -7.461 -1.054 4.581
C 4.155 -1.710 2.019
C 3.054 -2.615 1.505
C 2.755 -2.315 0.055
O 1.666 -3.072 -0.379
C 1.257 -2.704 -1.647
N 3.433 -4.042 1.634
H 3.952 -0.645 1.840
H 5.095 -1.846 1.462
H 4.411 -1.860 3.068
H 2.135 -2.496 2.084
H 3.660 -2.470 -0.564
H 2.506 -1.245 -0.062
H 2.035 -2.885 -2.410
H 0.897 -1.668 -1.712
H 0.432 -3.350 -1.960
H 3.649 -4.217 2.611
H 4.288 -4.165 1.106
C -2.104 -0.943 -4.776
C -1.075 -0.412 -3.807
C 0.196 0.087 -4.477
O -1.687 0.719 -3.134
H -1.670 -1.700 -5.434
H -2.508 -0.175 -5.446
H -2.972 -1.347 -4.250
H -0.852 -1.176 -3.057
H 0.868 0.501 -3.727
H -0.092 0.833 -5.218
H 0.708 -0.727 -5.000
H -1.150 0.864 -2.340
C -5.381 0.926 -3.717
C -5.141 1.105 -2.225
C -6.390 0.802 -1.422
O -4.129 0.167 -1.824
H -6.095 1.665 -4.093
H -5.800 -0.065 -3.913
H -4.449 0.993 -4.280
H -4.792 2.115 -1.992
H -6.643 -0.254 -1.396
H -7.208 1.408 -1.829
H -6.298 1.199 -0.405
H -3.340 0.373 -2.362
C 0.098 3.766 3.345
C -0.682 3.653 4.637
C -1.158 5.001 5.122
O -1.846 2.847 4.420
H -0.484 4.274 2.574
H 0.364 2.780 2.954
H 1.041 4.304 3.496
H -0.083 3.185 5.429
H -1.717 5.530 4.343
H -0.283 5.637 5.306
H -1.760 4.968 6.027
H -1.533 1.954 4.183
C 2.896 2.734 0.287
C 2.160 3.705 -0.637
C 3.071 4.821 -1.118
O 1.622 3.027 -1.766
H 2.183 2.068 0.776
H 3.429 3.290 1.066
H 3.647 2.158 -0.258
H 1.336 4.138 -0.047
H 3.301 5.545 -0.339
H 2.652 5.346 -1.978
H 4.007 4.369 -1.469
H 1.122 2.269 -1.411
```

Results
lowest unoccupied orbital energy	2.5	eV
frontier orbital gap	0.2993	hartree
net charge	-1

***

CN2O2S | the ωB97M-V functional and the def2-TZVPD basis

XYZ file:
```
6
CN2O2S, DFT the ωB97M-V functional and the def2-TZVPD basis
N 0.858 -2.188 -0.948
C 0.459 -1.117 -0.946
S -0.079 0.900 -1.095
N -0.345 0.843 0.679
O -0.806 1.794 1.176
O -0.087 -0.232 1.135
```

Results
SMILES	N#CS[N+](=O)[O-]
lowest unoccupied orbital energy	-2.0	eV
frontier orbital gap	0.3570	hartree
energy relative to the best compared isomer or geometry (same formula, charge and spin)	5.630	eV

***

C6H13N | the ωB97M-V functional and the def2-TZVPD basis

XYZ file:
```
20
C6H13N, DFT the ωB97M-V functional and the def2-TZVPD basis
C -1.773 1.282 -1.367
C -1.721 0.225 -0.377
C -1.695 -0.649 0.443
C -1.683 -1.705 1.434
H -1.590 0.876 -2.363
H -1.029 2.045 -1.150
H -2.761 1.751 -1.356
H -2.675 -2.145 1.516
H -0.972 -2.479 1.146
H -1.397 -1.310 2.408
C 1.819 1.414 -0.085
N 1.599 0.139 -0.735
C 1.834 -0.976 0.159
H 2.870 1.483 0.201
H 1.601 2.216 -0.787
H 1.207 1.557 0.819
H 0.638 0.090 -1.063
H 1.608 -1.903 -0.363
H 2.888 -0.981 0.440
H 1.233 -0.930 1.079
```

Results
SMILES	CC#CC.CNC
lowest unoccupied orbital energy	1.0	eV
frontier orbital gap	0.3512	hartree
energy relative to the best compared isomer or geometry (same formula, charge and spin)	1.927	eV